1.
Below is C41H67BrF3IrN2OSbSi2 as an isolated structure, with properties calculated with wB97M-V/def2-TZVPD.

Cartesian coordinates (Å):
Ir (0.29498, -1.23323, -0.33898)
C (2.94782, 5.81399, -1.64517)
C (2.05606, 5.73744, -0.39207)
C (0.69126, 6.38316, -0.70079)
C (2.72497, 6.52656, 0.73494)
C (1.83003, 4.27902, -0.02566)
C (1.21931, 3.42404, -0.95819)
C (0.99818, 2.13233, -0.60377)
Br (0.14230, 0.95485, -1.82295)
C (1.31012, 1.56020, 0.65328)
O (0.93115, 0.34677, 0.93277)
C (2.00685, 2.40476, 1.57629)
C (2.21367, 3.72584, 1.19698)
C (2.56101, 1.95754, 2.94474)
C (2.42009, 0.46196, 3.24977)
C (1.82267, 2.73989, 4.04704)
C (4.06233, 2.29786, 2.99765)
H (3.12695, 6.86269, -1.89199)
H (2.48071, 5.34121, -2.51244)
H (3.91325, 5.33478, -1.46516)
H (0.83832, 7.44266, -0.92213)
H (0.01993, 6.30352, 0.15833)
H (0.20690, 5.92401, -1.56639)
H (2.86363, 7.55942, 0.41191)
H (3.71222, 6.12497, 0.98053)
H (2.10823, 6.54296, 1.63837)
H (0.92490, 3.78465, -1.93838)
H (2.72435, 4.36892, 1.90099)
H (1.37555, 0.15678, 3.29550)
H (2.88030, 0.26019, 4.22076)
H (2.92724, -0.14708, 2.49754)
H (0.75410, 2.50027, 4.04714)
H (1.93269, 3.81801, 3.91858)
H (2.23646, 2.47250, 5.02347)
H (4.59866, 1.83195, 2.16712)
H (4.48474, 1.92297, 3.93313)
H (4.24413, 3.37288, 2.96423)
C (-3.27484, -1.49632, -2.72535)
Si (-2.07422, -1.26033, -4.15871)
C (-2.56834, -2.23820, -5.66872)
C (-2.09007, 0.54676, -4.62980)
C (-0.42911, -1.88290, -3.45070)
C (-0.52223, -3.07535, -2.59462)
C (-0.94469, -4.29000, -3.15301)
C (-0.95754, -5.44414, -2.40001)
C (-0.54942, -5.38666, -1.07201)
C (-0.16727, -4.17517, -0.56428)
N (-0.15298, -3.03880, -1.29290)
Si (1.29860, -1.59810, -4.19048)
C (2.50853, -2.03030, -2.81296)
C (1.45326, -2.78296, -5.62058)
C (1.57421, 0.16068, -4.76357)
H (-4.06021, -0.73357, -2.75117)
H (-2.74175, -1.42172, -1.77241)
H (-3.76584, -2.47452, -2.76177)
H (-3.53356, -1.86033, -6.02448)
H (-2.68713, -3.30828, -5.47968)
H (-1.84146, -2.10737, -6.47673)
H (-3.10304, 0.80674, -4.95556)
H (-1.41922, 0.76458, -5.46714)
H (-1.83061, 1.21256, -3.80211)
H (-1.23496, -4.30033, -4.19608)
H (-1.26966, -6.38319, -2.84253)
H (-0.53457, -6.26758, -0.44458)
H (0.15518, -4.09421, 0.46128)
H (2.52857, -3.10799, -2.61571)
H (2.23220, -1.52073, -1.87504)
H (3.52647, -1.71801, -3.06996)
H (1.22324, -3.81444, -5.33728)
H (2.47888, -2.76016, -6.00410)
H (0.78702, -2.49625, -6.43956)
H (2.22591, 0.70311, -4.07230)
H (0.64393, 0.72507, -4.85912)
H (2.06354, 0.15889, -5.74324)
C (-4.53133, 0.86383, 0.02802)
C (-3.01222, 0.94909, -0.09532)
C (-2.47865, 2.36558, 0.13268)
Sb (-1.97286, -0.43409, 1.24191)
C (-1.80820, 0.65454, 3.13293)
C (-3.12795, 1.32589, 3.50426)
C (-1.31869, -0.27804, 4.23597)
C (-3.20651, -2.16125, 1.80287)
C (-4.60124, -1.79609, 2.30601)
C (-3.24850, -3.16764, 0.65799)
H (-4.98763, 1.61442, -0.62554)
H (-4.87154, 1.06589, 1.04562)
H (-4.90681, -0.11459, -0.27656)
H (-2.70270, 0.60244, -1.07940)
H (-2.88373, 2.81244, 1.04075)
H (-2.77913, 3.00146, -0.70560)
H (-1.38710, 2.39821, 0.20139)
H (-1.05206, 1.41556, 2.92617)
H (-3.89335, 0.59437, 3.76593)
H (-3.52091, 1.96496, 2.71580)
H (-2.96666, 1.95354, 4.38558)
H (-2.04425, -1.06937, 4.44268)
H (-1.19008, 0.29211, 5.16123)
H (-0.35311, -0.72862, 3.99941)
H (-2.61906, -2.57470, 2.62925)
H (-5.16493, -1.21290, 1.57849)
H (-4.57279, -1.24765, 3.24572)
H (-5.16166, -2.71907, 2.48189)
H (-3.92397, -2.83423, -0.13415)
H (-3.62231, -4.12712, 1.02914)
H (-2.26452, -3.33693, 0.22578)
F (4.76177, -3.73721, 4.46707)
C (3.46827, -4.06444, 4.49014)
F (3.36717, -5.39340, 4.36942)
F (2.95825, -3.71134, 5.67417)
C (2.71914, -3.39647, 3.35857)
C (1.38213, -3.06514, 3.51178)
C (0.71586, -2.53138, 2.42963)
N (1.31579, -2.31613, 1.25321)
C (2.61073, -2.62316, 1.11742)
C (3.34760, -3.17438, 2.14567)
H (0.87369, -3.22396, 4.45374)
H (-0.33335, -2.28330, 2.49386)
H (3.06311, -2.43293, 0.15067)
H (4.39143, -3.42051, 2.00376)

Charge: +2
Highest occupied orbital energy (spin up / spin down) in eV: -12.36 / -12.35
<S²>: 0.7539
Spin multiplicity: 2
Relative energy (zero: lowest compared OMol25 entry of this formula, charge and spin) in kcal per mole: 28.7

2.
Below is a 4-piece molecular cluster, C41H67F3N2O3PS overall, with properties calculated with wB97M-V/def2-TZVPD.

Cartesian coordinates (Å):
C (6.74197, -3.04391, 2.51201)
C (6.37197, -2.26845, 1.23967)
C (7.58354, -1.75198, 0.43798)
C (7.48348, -0.27842, 0.04078)
C (6.65379, -0.05048, -1.21932)
C (6.81822, 1.34085, -1.83465)
C (6.63703, 2.48361, -0.84201)
C (5.24104, 2.52694, -0.21739)
C (4.87881, 3.89476, 0.38617)
C (4.16640, 3.84276, 1.75566)
C (2.81127, 4.58211, 1.82213)
C (1.61326, 3.70182, 2.22955)
C (0.30727, 3.99792, 1.47279)
C (-0.89138, 4.24529, 2.38669)
C (-2.16694, 4.62248, 1.62773)
C (-3.01300, 3.40697, 1.25867)
C (-4.37401, 3.78875, 0.67462)
C (-5.36936, 2.61924, 0.76662)
N (-6.05815, 2.17517, -0.54238)
C (-6.91458, 0.87878, -0.28531)
O (-6.85536, 0.52739, 1.02897)
C (-6.58069, -0.86897, 1.28048)
C (-7.80490, -1.75975, 1.07478)
C (-8.05740, -2.67821, 2.26682)
P (-4.78485, 1.76450, -1.79786)
N (-5.21937, 0.91180, -2.99369)
S (-7.17372, 3.52632, -1.07163)
C (-7.94019, 2.92564, -2.53125)
O (-8.09656, 3.59321, 0.00066)
O (-6.31198, 4.59939, -1.41497)
H (6.74119, -2.39274, 3.38749)
H (6.05762, -3.87034, 2.70498)
H (7.74677, -3.46465, 2.42987)
H (5.74319, -2.89357, 0.60216)
H (5.75911, -1.40560, 1.51850)
H (8.49163, -1.88841, 1.03071)
H (7.70961, -2.35706, -0.46284)
H (7.03544, 0.26568, 0.87980)
H (8.48630, 0.13081, -0.10881)
H (6.93822, -0.80353, -1.96051)
H (5.59428, -0.21690, -0.99245)
H (6.07262, 1.46255, -2.62877)
H (7.79891, 1.40907, -2.31423)
H (6.84347, 3.43911, -1.33436)
H (7.36919, 2.39242, -0.03383)
H (4.50934, 2.23784, -0.98002)
H (5.18420, 1.76936, 0.57021)
H (4.25620, 4.44893, -0.32009)
H (5.80548, 4.46344, 0.49543)
H (4.01203, 2.79882, 2.04170)
H (4.83218, 4.25868, 2.51365)
H (2.60591, 5.04160, 0.85197)
H (2.89418, 5.40396, 2.53670)
H (1.41897, 3.83856, 3.29789)
H (1.88340, 2.65125, 2.10169)
H (0.06768, 3.16746, 0.80011)
H (0.44157, 4.88261, 0.84187)
H (-1.08070, 3.33128, 2.96170)
H (-0.63577, 5.02702, 3.10507)
H (-1.88472, 5.15516, 0.71344)
H (-2.78068, 5.29122, 2.23508)
H (-2.46479, 2.76926, 0.55463)
H (-3.17754, 2.81720, 2.16740)
H (-4.26426, 4.17612, -0.33343)
H (-4.77939, 4.61709, 1.25708)
H (-6.17895, 2.82488, 1.45764)
H (-4.85422, 1.72467, 1.10179)
H (-7.93120, 1.12469, -0.58999)
H (-6.51668, 0.10516, -0.94857)
H (-5.73788, -1.17858, 0.65123)
H (-6.24662, -0.90235, 2.31638)
H (-8.67448, -1.11295, 0.93488)
H (-7.69074, -2.35675, 0.16728)
H (-9.02788, -3.16477, 2.17879)
H (-8.05079, -2.10412, 3.19507)
H (-7.28922, -3.44616, 2.34346)
H (-4.28710, 3.03977, -2.07057)
H (-3.82700, 1.22260, -0.92783)
H (-6.16560, 0.56525, -3.07032)
H (-8.61482, 2.10473, -2.31075)
H (-8.50781, 3.79989, -2.86005)
H (-7.18896, 2.66061, -3.27128)
F (-5.49538, -3.85684, 4.13911)
C (-4.93493, -4.94065, 3.55059)
C (-3.63873, -4.84643, 3.08772)
C (-3.07530, -5.96108, 2.48203)
C (-3.80656, -7.13305, 2.34770)
C (-5.10886, -7.19469, 2.82387)
C (-5.68745, -6.09103, 3.43524)
H (-3.08767, -3.92382, 3.20957)
H (-2.05727, -5.91284, 2.11904)
H (-3.36051, -7.99842, 1.87723)
H (-5.68042, -8.10762, 2.72355)
H (-6.69692, -6.11692, 3.82242)
F (-7.31367, -0.97143, -3.74313)
C (-6.73367, -1.85044, -4.62668)
C (-7.54410, -2.78988, -5.22331)
C (-6.95972, -3.68034, -6.11369)
C (-5.59924, -3.61468, -6.38110)
C (-4.81517, -2.65330, -5.75872)
C (-5.38040, -1.75012, -4.86848)
H (-8.60062, -2.82170, -4.99541)
H (-7.57369, -4.42678, -6.59904)
H (-5.15118, -4.31225, -7.07510)
H (-3.75470, -2.60115, -5.96581)
H (-4.79426, -0.99008, -4.37262)
F (10.14883, -1.42714, -1.31161)
C (11.44611, -1.61369, -0.98137)
C (12.42006, -1.02227, -1.75921)
C (13.74868, -1.21753, -1.40943)
C (14.07943, -1.99128, -0.30552)
C (13.07586, -2.57395, 0.45586)
C (11.74176, -2.38728, 0.12224)
H (12.13664, -0.42661, -2.61601)
H (14.52827, -0.76092, -2.00465)
H (15.11708, -2.14020, -0.03983)
H (13.32973, -3.17991, 1.31549)
H (10.94143, -2.82953, 0.69972)

Charge: +1
Highest occupied orbital energy in eV: -10.21
Spin multiplicity: 1

3.
Below is a 11-piece molecular cluster, C41H67F3N5O13S6 overall, with properties calculated with wB97M-V/def2-TZVPD.

Cartesian coordinates (Å):
C (-0.86258, -0.55561, 1.28540)
F (-1.33042, 0.38938, 0.47395)
F (-0.64022, -0.02947, 2.50345)
F (-1.76061, -1.53347, 1.46809)
S (0.70407, -1.33872, 0.55664)
O (0.18975, -2.24670, -0.46149)
O (1.52355, -0.23480, 0.09951)
O (1.31707, -2.04788, 1.66608)
C (6.83873, -1.68681, 0.57865)
C (5.46996, -1.04421, 0.33708)
C (4.41174, -1.13064, 1.40975)
C (4.89870, -0.76707, 2.75909)
N (5.25086, -0.47476, 3.81182)
H (7.27848, -1.38645, 1.53236)
H (7.51011, -1.30340, -0.19001)
H (6.80115, -2.77645, 0.55251)
H (5.10897, -1.35852, -0.64600)
H (5.68533, 0.01059, 0.12539)
H (4.01723, -2.13026, 1.60447)
H (3.62157, -0.43507, 1.13182)
C (-4.34454, -1.73646, -2.54425)
C (-5.79118, -2.14712, -2.24804)
C (-5.78268, -3.51256, -1.56154)
S (-4.34596, -3.43888, -0.42232)
O (-3.62812, -4.69343, -0.45579)
O (-4.81698, -2.85236, 0.83025)
C (-3.43432, -2.15257, -1.37796)
H (-4.28203, -0.67651, -2.80118)
H (-4.06529, -2.11955, -3.53082)
H (-6.47658, -2.16963, -3.09727)
H (-6.25872, -1.38869, -1.61017)
H (-5.44197, -4.22475, -2.31536)
H (-6.67998, -3.79147, -1.02270)
H (-2.70064, -2.75302, -1.91460)
H (-3.04646, -1.33545, -0.78434)
C (-0.53672, 1.63484, -2.56195)
C (-0.28073, 2.78009, -3.54742)
C (-1.10079, 2.49922, -4.79680)
S (-2.66747, 1.76958, -4.10510)
O (-2.87041, 0.43662, -4.66781)
O (-3.72006, 2.77476, -4.15930)
C (-2.03702, 1.59406, -2.39332)
H (0.00940, 1.84140, -1.64121)
H (-0.17903, 0.66479, -2.91295)
H (0.77968, 2.73269, -3.80609)
H (-0.48393, 3.73680, -3.06534)
H (-0.57069, 1.75848, -5.39433)
H (-1.47463, 3.27968, -5.45494)
H (-2.53799, 0.73277, -1.96460)
H (-2.38947, 2.52122, -1.93839)
C (-4.47672, 1.25235, 3.56516)
C (-5.11375, 0.05562, 2.81710)
C (-5.79686, 0.56529, 1.56245)
S (-4.90365, 2.04659, 1.04522)
O (-5.85929, 3.13580, 0.94390)
O (-4.15770, 1.67008, -0.14746)
C (-3.80439, 2.15123, 2.54689)
H (-3.77470, 0.83165, 4.28529)
H (-5.26400, 1.69948, 4.17506)
H (-5.85592, -0.44461, 3.44084)
H (-4.35251, -0.70636, 2.64201)
H (-6.82803, 0.84783, 1.76800)
H (-5.77459, -0.10052, 0.70275)
H (-3.62942, 3.19726, 2.78044)
H (-2.87163, 1.73972, 2.16305)
C (1.85929, -2.49732, -4.53162)
C (2.77148, -1.88145, -5.61584)
C (2.73097, -0.39012, -5.37240)
S (3.07726, -0.26132, -3.62002)
O (2.44460, 0.88251, -2.98996)
O (4.47046, -0.49569, -3.33914)
C (2.16508, -1.78541, -3.20937)
H (1.92993, -3.58088, -4.47821)
H (0.85065, -2.18951, -4.81568)
H (2.54458, -2.17028, -6.64404)
H (3.76945, -2.32637, -5.52404)
H (1.73427, -0.00435, -5.59220)
H (3.46801, 0.22963, -5.88419)
H (1.20635, -1.49084, -2.77446)
H (2.62956, -2.29351, -2.36596)
C (2.32475, 1.16592, 5.13195)
C (2.20870, 1.03868, 3.62155)
C (1.34283, 2.20703, 3.14850)
S (0.28944, 2.72939, 4.53351)
O (-1.09382, 2.43480, 4.22171)
O (0.74447, 4.06125, 4.85337)
C (0.93047, 1.46645, 5.70020)
H (2.88812, 2.06823, 5.39673)
H (2.77974, 0.30279, 5.61417)
H (1.69152, 0.09903, 3.40992)
H (3.20666, 0.99862, 3.20112)
H (0.73646, 2.08203, 2.25257)
H (2.01921, 3.02650, 2.89373)
H (0.20754, 0.67997, 5.46711)
H (0.83320, 1.78905, 6.73139)
N (0.05893, 4.49294, 0.10259)
C (-1.15705, 3.84865, 0.06924)
C (-2.08165, 4.81762, -0.18684)
C (-1.46897, 6.06749, -0.26954)
C (-0.13571, 5.85466, 0.00267)
H (0.96887, 4.08823, 0.25491)
H (-1.28315, 2.78294, 0.15406)
H (-3.15276, 4.66979, -0.24563)
H (-1.97322, 7.00121, -0.45244)
H (0.67061, 6.55534, 0.13971)
N (0.00643, -4.52058, -2.28040)
C (-0.88962, -4.67501, -3.28993)
C (-0.51246, -5.70744, -4.11741)
C (0.63026, -6.25371, -3.51250)
C (0.93537, -5.55239, -2.37870)
H (0.04184, -3.82745, -1.54537)
H (-1.68907, -3.94716, -3.31755)
H (-0.94652, -5.98301, -5.06197)
H (1.23485, -7.04959, -3.92466)
H (1.73702, -5.66697, -1.67026)
N (1.62155, -2.62567, 4.35347)
C (2.55616, -2.97788, 5.28080)
C (2.03699, -2.71611, 6.52582)
C (0.71200, -2.28972, 6.33608)
C (0.47830, -2.18899, 4.98430)
H (1.72883, -2.61554, 3.33985)
H (3.52887, -3.28165, 4.93046)
H (2.50898, -2.81719, 7.49001)
H (-0.02998, -1.98642, 7.06038)
H (-0.35310, -1.86821, 4.38015)
N (2.93650, 2.53197, -0.49932)
C (2.86612, 3.78860, -1.05297)
C (3.41610, 4.67060, -0.16509)
C (3.89306, 3.92455, 0.94704)
C (3.49879, 2.62205, 0.74980)
H (2.72982, 1.67605, -0.99486)
H (2.48222, 3.88105, -2.05553)
H (3.42989, 5.74178, -0.28551)
H (4.21936, 4.33388, 1.89030)
H (3.56935, 1.68083, 1.27076)

Charge: -1
Highest occupied orbital energy in eV: -6.12
Spin multiplicity: 1